No. 1
The following is a quantum chemistry calculation of a cluster of 3 separate species, C21H29BF19INO5 in total at a distorted geometry, from the Open Molecules 2025 dataset.

Geometry (Å):
N (-1.055, -0.640, -0.674)
C (-0.133, 0.514, -0.515)
C (1.371, 0.152, -0.434)
O (2.044, 1.031, 0.473)
C (1.705, -1.327, -0.221)
B (1.325, -2.043, 1.220)
C (2.737, -2.625, 1.882)
C (3.679, -1.527, 2.445)
C (5.152, -1.894, 2.167)
I (6.468, -0.166, 2.002)
C (0.566, -1.089, 2.314)
C (0.236, -1.816, 3.645)
C (-0.053, -0.860, 4.761)
F (0.051, -1.306, 6.040)
C (-0.422, 0.430, 4.590)
F (0.337, 1.455, 4.887)
F (-1.574, 0.778, 4.059)
C (0.346, -3.329, 0.847)
O (0.397, -4.393, 1.827)
O (-0.876, -4.961, 2.034)
H (-1.296, -0.692, -1.655)
H (-1.901, -0.393, -0.175)
H (-0.271, 1.166, -1.388)
H (-0.462, 1.121, 0.334)
H (1.786, 0.425, -1.413)
H (1.414, 1.358, 1.122)
H (2.791, -1.409, -0.375)
H (1.268, -1.866, -1.072)
H (3.248, -3.180, 1.083)
H (2.567, -3.350, 2.687)
H (3.473, -0.523, 2.071)
H (3.528, -1.501, 3.528)
H (5.522, -2.412, 3.050)
H (5.289, -2.561, 1.324)
H (-0.405, -0.707, 1.966)
H (1.164, -0.217, 2.614)
H (-0.701, -2.363, 3.448)
H (0.975, -2.561, 3.936)
H (-0.683, -2.996, 0.674)
H (0.658, -3.779, -0.112)
H (-1.370, -4.359, 2.604)
C (3.864, 2.080, -6.667)
C (4.634, 2.152, -5.334)
C (4.912, 0.820, -4.627)
F (3.777, 0.169, -4.310)
F (5.572, 1.042, -3.470)
F (4.000, 3.007, -4.506)
F (5.849, 2.714, -5.610)
O (2.461, 2.329, -6.615)
C (1.607, 1.286, -6.294)
C (0.888, 1.524, -4.961)
F (1.774, 1.701, -3.967)
F (0.121, 0.452, -4.657)
F (2.263, 0.112, -6.316)
F (0.677, 1.222, -7.274)
H (4.255, 2.894, -7.275)
H (4.094, 1.172, -7.225)
H (5.528, 0.165, -5.252)
H (0.251, 2.410, -5.012)
C (-5.593, 0.121, 2.145)
C (-4.492, 0.761, 1.288)
C (-3.835, 2.015, 1.856)
F (-4.728, 3.017, 2.040)
F (-2.895, 2.467, 0.991)
F (-4.976, 0.998, 0.045)
F (-3.513, -0.173, 1.148)
O (-6.934, 0.442, 1.811)
C (-7.481, 1.599, 2.312)
C (-7.813, 2.598, 1.205)
F (-6.714, 2.914, 0.492)
F (-8.294, 3.743, 1.750)
F (-6.685, 2.138, 3.256)
F (-8.637, 1.252, 2.926)
H (-5.524, -0.949, 1.960)
H (-5.402, 0.241, 3.211)
H (-3.342, 1.800, 2.808)
H (-8.562, 2.183, 0.527)

Computed properties:
strongest force on any atom: 2.2 eV/Å
E_HOMO: -5.015 eV
spin multiplicity: 1
orbital gap: 7.109 eV
molar mass: 874.1 g/mol
charge: -1
lowest unoccupied orbital energy: 2.09 eV
E_tot: -3468.366677 a.u.

***

No. 2
The following is a quantum chemistry calculation of a cluster of 6 separate species, C21H29Br10FO3 in total at a distorted geometry, from the Open Molecules 2025 dataset.

Geometry (Å):
C (3.788, -3.902, 0.522)
C (2.603, -3.205, 0.143)
C (1.546, -2.278, -0.739)
C (1.478, -0.773, -0.595)
F (2.335, -0.056, 0.378)
C (0.417, 0.128, -1.521)
O (0.549, 1.460, -1.706)
C (-0.851, -0.705, -2.164)
C (-0.867, -2.217, -2.305)
O (-2.004, -2.978, -2.850)
C (-2.770, -3.649, -1.752)
C (-3.114, -2.632, -0.513)
C (-4.364, -3.093, 0.442)
C (0.524, -3.000, -1.808)
O (0.870, -4.220, -2.289)
H (4.612, -4.481, 1.122)
H (-1.850, -0.169, -2.528)
H (-2.096, -4.544, -1.392)
H (-3.763, -4.075, -2.205)
H (-3.375, -1.582, -0.993)
H (-2.162, -2.430, 0.178)
H (-4.477, -2.244, 1.273)
H (-5.403, -3.162, -0.093)
H (-4.071, -4.086, 1.020)
Br (-2.180, 3.704, -5.053)
C (-2.445, 4.355, -3.233)
C (-2.040, 3.314, -2.216)
Br (-3.392, 1.917, -2.057)
H (-3.493, 4.657, -3.151)
H (-1.809, 5.241, -3.152)
H (-1.970, 3.756, -1.218)
H (-1.095, 2.817, -2.455)
Br (5.371, 4.642, 1.189)
C (4.163, 3.134, 0.920)
C (3.030, 3.156, 1.920)
Br (3.625, 2.541, 3.674)
H (4.770, 2.226, 0.971)
H (3.781, 3.254, -0.097)
H (2.243, 2.457, 1.626)
H (2.595, 4.149, 2.062)
Br (-6.680, 4.499, -3.823)
C (-6.945, 5.150, -2.003)
C (-6.540, 4.109, -0.986)
Br (-7.892, 2.712, -0.827)
H (-7.993, 5.452, -1.921)
H (-6.309, 6.036, -1.922)
H (-6.470, 4.551, 0.012)
H (-5.595, 3.612, -1.225)
Br (5.679, -6.303, -2.620)
C (7.158, -5.161, -2.060)
C (7.928, -5.783, -0.919)
Br (6.967, -5.594, 0.768)
H (6.732, -4.184, -1.815)
H (7.793, -5.063, -2.946)
H (8.877, -5.263, -0.765)
H (8.122, -6.850, -1.058)
Br (-0.226, 0.569, 8.679)
C (1.041, 0.688, 7.200)
C (0.889, 1.993, 6.454)
Br (-0.675, 1.962, 5.288)
H (0.882, -0.193, 6.572)
H (2.028, 0.623, 7.666)
H (1.739, 2.156, 5.785)
H (0.779, 2.859, 7.112)

Computed properties:
strongest force on any atom: 10.1 eV/Å
E_HOMO: -9.741 eV
spin multiplicity: 1
orbital gap: 7.147 eV
molar mass: 1147.5 g/mol
lowest unoccupied orbital energy: -2.59 eV
E_tot: -26882.843935 a.u.

***

No. 3
The following is a quantum chemistry calculation of a structure of composition C21H29CdN4O8 at a distorted geometry, from the Open Molecules 2025 dataset.

Geometry (Å):
Cd (-1.366, -1.156, -1.339)
N (1.572, 1.114, -0.419)
C (2.545, 2.208, -0.203)
C (4.079, 1.827, -0.431)
C (4.757, 1.205, 0.816)
N (4.712, -0.228, 0.739)
C (4.300, 1.708, 2.221)
C (2.804, 2.039, 2.355)
N (2.024, 0.869, 2.634)
C (2.307, 2.891, 1.131)
H (1.857, 0.502, -1.203)
H (-0.381, 1.306, -0.706)
H (1.489, 0.569, 0.452)
H (2.354, 2.928, -1.015)
H (4.608, 2.784, -0.571)
H (4.125, 1.199, -1.326)
H (5.799, 1.640, 0.834)
H (5.519, -0.814, 0.954)
H (4.153, -0.682, -0.048)
H (4.904, 2.577, 2.424)
H (4.545, 1.035, 3.056)
H (2.746, 2.731, 3.253)
H (1.257, 1.038, 3.267)
H (2.607, 0.102, 2.885)
H (2.800, 3.873, 1.117)
H (1.207, 3.138, 1.228)
O (-5.317, -1.843, -2.791)
C (-4.208, -1.792, -2.224)
O (-3.094, -1.354, -2.745)
C (-4.226, -2.233, -0.825)
C (-5.375, -2.901, -0.399)
C (-5.494, -3.257, 0.941)
C (-4.428, -3.020, 1.831)
C (-3.252, -2.613, 1.240)
N (-3.182, -2.027, 0.030)
H (-6.283, -2.930, -0.981)
H (-6.386, -3.755, 1.269)
H (-4.497, -3.217, 2.872)
H (-2.272, -2.637, 1.859)
O (4.013, -4.379, -0.645)
C (3.000, -3.790, -1.026)
C (2.738, -2.403, -1.561)
O (3.634, -1.643, -1.945)
C (1.338, -2.220, -1.634)
C (0.643, -3.351, -1.210)
O (-0.615, -3.408, -1.140)
C (1.625, -4.486, -1.076)
O (1.378, -5.693, -1.010)
O (0.751, -1.100, -2.009)
C (-3.270, 1.445, 0.511)
C (-2.407, 1.868, -0.699)
C (-1.859, 3.276, -0.401)
C (-3.220, 1.817, -2.026)
O (-1.298, 0.926, -0.685)
H (-4.286, 1.883, 0.517)
H (-2.791, 1.752, 1.433)
H (-3.436, 0.385, 0.542)
H (-2.665, 3.815, 0.044)
H (-1.465, 3.755, -1.284)
H (-1.021, 3.227, 0.328)
H (-3.845, 2.686, -2.177)
H (-3.817, 0.929, -2.196)
H (-2.433, 1.885, -2.832)

Computed properties:
strongest force on any atom: 3.0 eV/Å
E_HOMO (spin up / spin down): -4.349 / -4.349 eV
spin multiplicity: 1
orbital gap (spin up / spin down): 6.627 / 6.626 eV
ΔE to the lowest compared entry with this formula, charge and spin: 21.3 kcal per mole
molar mass: 577.9 g/mol
charge: -1
lowest unoccupied orbital energy (spin up / spin down): 2.28 / 2.28 eV
E_tot: -1806.394437 a.u.

***

No. 4
The following is a quantum chemistry calculation of a structure of composition C21H29Cl2HgO4 at a distorted geometry, from the Open Molecules 2025 dataset.

Geometry (Å):
O (0.352, 0.017, -4.097)
C (0.196, 1.310, -4.773)
C (0.065, 0.727, -6.172)
H (1.096, 1.913, -4.598)
H (-0.705, 1.852, -4.444)
C (0.211, -0.619, -5.408)
H (0.919, 0.958, -6.817)
H (-0.916, 0.873, -6.639)
C (1.459, -1.385, -5.807)
H (2.345, -0.745, -5.730)
H (1.346, -1.736, -6.840)
H (1.590, -2.253, -5.158)
C (-1.032, -1.482, -5.473)
H (-1.918, -0.911, -5.181)
H (-0.923, -2.338, -4.803)
H (-1.175, -1.857, -6.492)
Hg (0.054, -0.262, 3.013)
C (-2.595, -0.764, 4.281)
C (-1.739, 0.387, 4.307)
C (-1.792, 0.999, 2.964)
H (-1.294, 0.838, 5.190)
C (-2.745, 0.231, 2.203)
C (-3.185, -0.852, 2.996)
H (-3.909, -1.605, 2.686)
H (-2.793, -1.407, 5.138)
H (-1.430, 1.994, 2.711)
H (-3.089, 0.492, 1.204)
C (1.354, -2.551, 4.525)
C (0.535, -3.357, 3.692)
C (0.642, -2.902, 2.356)
H (-0.053, -4.211, 4.022)
C (1.526, -1.751, 2.338)
C (1.977, -1.547, 3.720)
H (2.793, -0.891, 4.019)
H (1.522, -2.706, 5.590)
H (0.185, -3.348, 1.471)
H (1.981, -1.292, 1.456)
O (0.917, 0.411, 0.089)
C (-0.110, -0.354, -0.589)
C (-0.874, 0.598, -1.512)
H (-0.784, -0.817, 0.156)
H (0.376, -1.166, -1.165)
C (0.110, 1.780, -1.654)
H (-1.773, 0.966, -0.987)
H (-1.166, 0.153, -2.470)
C (0.710, 1.817, -0.256)
H (-0.349, 2.705, -2.019)
H (0.896, 1.471, -2.349)
H (-0.010, 2.296, 0.435)
H (1.678, 2.330, -0.153)
Cl (-0.469, 3.318, 5.009)
C (1.176, 2.655, 5.009)
Cl (1.321, 1.004, 5.736)
C (1.763, 2.566, 3.527)
O (2.845, 3.160, 3.499)
O (1.106, 1.956, 2.628)
H (1.784, 3.332, 5.616)

Computed properties:
strongest force on any atom: 1.9 eV/Å
E_HOMO: -4.376 eV
spin multiplicity: 1
orbital gap: 6.569 eV
ΔE to the lowest compared entry with this formula, charge and spin: 0.0 kcal per mole
molar mass: 617.0 g/mol
charge: -1
lowest unoccupied orbital energy: 2.19 eV
E_tot: -2192.298479 a.u.

***

No. 5
The following is a quantum chemistry calculation of a structure of composition C21H29Cl2N4O3Pt at a distorted geometry, from the Open Molecules 2025 dataset.

Geometry (Å):
Pt (-0.099, 1.399, 0.891)
N (1.112, 1.828, 2.577)
C (0.605, 1.424, 3.903)
C (-0.758, 2.026, 4.183)
C (-1.855, 1.244, 3.495)
N (-1.923, 1.586, 2.060)
H (1.966, 1.308, 2.378)
H (1.331, 2.820, 2.554)
H (1.314, 1.731, 4.675)
H (0.539, 0.336, 3.900)
H (-0.784, 3.073, 3.855)
H (-0.937, 2.024, 5.257)
H (-2.818, 1.454, 3.964)
H (-1.656, 0.176, 3.573)
H (-2.207, 2.555, 1.947)
H (-2.615, 0.993, 1.609)
C (-3.585, 1.924, -3.473)
N (-2.812, 1.798, -2.236)
C (-3.472, 2.202, -1.004)
C (-1.575, 1.298, -2.194)
C (-0.886, 0.907, -3.468)
O (-0.956, 1.110, -1.129)
H (-4.593, 2.234, -3.215)
H (-3.652, 0.974, -3.999)
H (-3.158, 2.675, -4.137)
H (-4.057, 3.102, -1.184)
H (-2.715, 2.418, -0.257)
H (-4.134, 1.413, -0.638)
H (-1.420, 1.189, -4.369)
H (-0.739, -0.175, -3.458)
H (0.100, 1.369, -3.470)
Cl (1.889, 1.945, -0.457)
C (3.088, 0.697, -0.174)
C (4.372, 1.113, 0.132)
C (5.336, 0.161, 0.393)
C (4.988, -1.180, 0.394)
C (3.696, -1.587, 0.107)
Cl (3.325, -3.256, 0.314)
C (2.699, -0.653, -0.252)
N (1.391, -0.958, -0.543)
C (0.879, -2.109, -1.164)
C (1.598, -2.715, -2.194)
C (1.152, -3.886, -2.775)
C (-0.006, -4.486, -2.304)
C (-0.740, -3.861, -1.311)
C (-0.361, -2.634, -0.766)
C (-1.269, -1.954, 0.209)
C (-0.656, -1.918, 1.685)
O (-0.837, -2.923, 2.348)
O (-0.075, -0.828, 2.019)
H (4.614, 2.168, 0.154)
H (6.348, 0.461, 0.625)
H (5.720, -1.934, 0.651)
H (0.715, -0.332, -0.120)
H (2.524, -2.258, -2.525)
H (1.708, -4.333, -3.589)
H (-0.342, -5.423, -2.727)
H (-1.652, -4.320, -0.949)
H (-2.204, -2.499, 0.300)
H (-1.460, -0.914, -0.069)

Computed properties:
strongest force on any atom: 1.8 eV/Å
E_HOMO: -9.788 eV
spin multiplicity: 1
orbital gap: 5.585 eV
molar mass: 651.5 g/mol
charge: +1
lowest unoccupied orbital energy: -4.20 eV
E_tot: -2301.837952 a.u.

***

No. 6
The following is a quantum chemistry calculation of a structure of composition C21H29F2N5O6S at a distorted geometry, from the Open Molecules 2025 dataset.

Geometry (Å):
C (-2.375, -0.236, 4.452)
C (-3.368, 0.797, 3.755)
O (-3.135, 1.965, 3.954)
O (-4.422, 0.361, 2.923)
C (-3.790, -0.294, 1.765)
C (-4.461, 0.135, 0.402)
C (-4.016, -0.800, -0.833)
C (-2.661, -1.553, -0.525)
C (-1.427, -0.789, -0.422)
C (-1.362, 0.775, -0.651)
O (-1.394, 1.156, -1.795)
N (-1.227, 1.622, 0.540)
C (-2.125, 2.750, 0.547)
O (-2.170, 3.397, 1.555)
F (-2.901, 3.175, -0.513)
C (-0.133, -1.569, -0.070)
C (1.286, -0.924, 0.130)
C (1.775, 0.011, -1.035)
F (1.292, -0.188, 1.372)
C (-0.188, -3.029, 0.114)
C (-1.445, -3.842, -0.020)
N (-1.602, -5.211, 0.099)
S (-3.247, -5.443, -0.197)
N (-3.814, -3.884, -0.443)
C (-2.708, -3.042, -0.350)
H (-1.757, 0.293, 5.224)
H (-1.655, -0.559, 3.640)
H (-2.922, -1.137, 4.838)
H (-3.841, -1.407, 1.950)
H (-2.725, 0.088, 1.747)
H (-4.223, 1.204, 0.124)
H (-5.578, 0.058, 0.544)
H (-4.825, -1.577, -0.981)
H (-3.905, -0.218, -1.786)
H (-0.244, 1.901, 0.665)
H (2.057, -1.751, 0.261)
H (2.888, 0.193, -0.923)
H (1.491, -0.346, -2.060)
H (1.302, 1.049, -0.911)
H (0.752, -3.590, 0.362)
C (3.498, -4.115, -0.880)
O (2.586, -3.357, -0.591)
N (4.602, -3.773, -1.580)
C (5.646, -4.730, -1.886)
C (4.745, -2.403, -2.040)
H (3.488, -5.175, -0.580)
H (6.586, -4.386, -1.451)
H (5.753, -4.808, -2.971)
H (5.404, -5.712, -1.480)
H (4.733, -1.731, -1.179)
H (3.905, -2.151, -2.690)
H (5.680, -2.281, -2.586)
C (2.116, 4.239, -1.120)
O (1.647, 3.117, -1.217)
N (1.439, 5.319, -0.679)
C (2.045, 6.632, -0.588)
C (0.058, 5.145, -0.285)
H (3.160, 4.460, -1.395)
H (2.009, 6.972, 0.450)
H (1.488, 7.328, -1.219)
H (3.084, 6.604, -0.918)
H (0.011, 4.412, 0.522)
H (-0.510, 4.764, -1.137)
H (-0.370, 6.088, 0.050)

Computed properties:
strongest force on any atom: 3.6 eV/Å
E_HOMO: -8.580 eV
spin multiplicity: 1
orbital gap: 7.717 eV
molar mass: 517.6 g/mol
lowest unoccupied orbital energy: -0.86 eV
E_tot: -2140.645239 a.u.

***

- What is the formula in the fifth record?
  C21H29Cl2N4O3Pt